No. 1
The following is a quantum chemistry calculation of a structure of composition C31H34BN9OPd, from the Open Molecules 2025 dataset.

```
77
C31H34BN9OPd, DFT wB97M-V/def2-TZVPD
Pd -2.097 1.010 0.013
C -6.346 0.056 0.012
C -5.294 0.788 0.555
N -4.269 0.819 -0.300
N -4.630 0.104 -1.386
C -5.876 -0.361 -1.220
B -3.655 -0.108 -2.579
N -2.593 -1.133 -2.101
C -2.302 -2.349 -2.589
C -1.563 -3.036 -1.644
C -1.451 -2.144 -0.575
N -2.079 -1.008 -0.865
N -2.991 1.253 -2.878
C -3.190 2.039 -3.949
C -2.688 3.297 -3.675
C -2.196 3.199 -2.374
N -2.381 1.963 -1.912
H -7.307 -0.145 0.453
H -5.247 1.326 1.489
H -6.353 -0.949 -1.987
H -4.233 -0.515 -3.542
H -2.652 -2.652 -3.562
H -1.175 -4.038 -1.712
H -0.995 -2.283 0.394
H -3.681 1.657 -4.829
H -2.689 4.161 -4.316
H -1.735 3.957 -1.760
C 5.624 0.885 0.185
C 5.258 -0.222 1.138
C 6.230 -0.886 1.876
C 5.903 -1.901 2.762
C 4.580 -2.297 2.898
C 3.591 -1.661 2.167
C 3.928 -0.613 1.312
N 2.954 0.058 0.522
C 1.625 0.195 0.724
N 1.216 0.138 2.001
C -0.064 0.088 2.582
C -1.267 0.033 1.884
C -2.490 -0.194 2.497
C -2.541 -0.140 3.882
C -1.364 0.011 4.599
C -0.116 0.094 3.986
C 1.142 0.171 4.813
N 0.820 0.510 -0.277
C 1.256 0.339 -1.539
C 1.062 1.429 -2.440
C 1.435 1.326 -3.747
C 2.010 0.126 -4.206
C 2.226 -0.943 -3.340
C 1.862 -0.887 -2.010
C 2.048 -2.099 -1.146
H 6.693 1.076 0.214
H 5.113 1.818 0.435
H 5.375 0.629 -0.852
H 7.266 -0.592 1.757
H 6.678 -2.392 3.334
H 4.316 -3.108 3.563
H 2.570 -2.020 2.228
H 3.294 0.462 -0.338
H 1.975 0.112 2.669
H -3.387 -0.422 1.932
H -3.487 -0.261 4.392
H -1.408 0.025 5.681
H 0.894 0.215 5.871
H 1.733 1.061 4.581
H 1.773 -0.711 4.667
H 0.668 2.346 -2.032
H 1.300 2.158 -4.423
H 2.288 0.030 -5.248
H 2.682 -1.849 -3.718
H 1.803 -2.995 -1.715
H 1.415 -2.080 -0.261
H 3.088 -2.193 -0.824
O -2.501 3.098 1.086
H -3.229 3.661 0.799
H -2.169 3.462 1.913
```

Calculated values
- net charge = +2
- relative energy (zero: lowest compared OMol25 entry of this formula, charge and spin) (eV) = 0.127
- HOMO level (spin up / spin down) (Ha) = -0.5069 / -0.5019
- lowest unoccupied orbital energy (spin up / spin down) (eV) = -5.12 / -8.60
- multiplicity = 5
- Kohn-Sham gap (spin up / spin down) (eV) = 8.7 / 5.1
- E_tot (eV) = -52298.5585


No. 2
The following is a quantum chemistry calculation of a cluster of 2 separate species, C31H34BrF4N3O7PS in total in a non-equilibrium geometry, from the Open Molecules 2025 dataset.

```
82
C31H34BrF4N3O7PS, DFT wB97M-V/def2-TZVPD
C 0.829 -4.281 -1.500
C 0.644 -4.209 -3.051
O 1.632 -4.281 -3.730
O -0.599 -4.116 -3.709
C -1.160 -2.782 -3.691
C -0.146 -1.659 -3.278
C 0.961 -1.166 -4.173
S 1.231 -1.922 -5.847
O 2.582 -2.473 -5.974
O 0.316 -3.009 -6.165
C 0.940 -0.635 -7.212
F 0.536 0.574 -6.727
F 2.141 -0.537 -7.875
F 0.066 -1.110 -8.144
C 1.865 -0.064 -3.739
Br 3.231 0.415 -5.023
C 1.649 0.541 -2.404
C 2.480 1.683 -1.906
C 3.609 2.432 -2.655
C 4.959 1.606 -2.566
O 5.975 1.933 -3.059
F 4.917 0.383 -1.891
C 2.201 2.159 -0.539
P 3.178 3.538 0.299
O 4.434 2.973 0.920
N 1.163 1.597 0.265
C 0.876 2.080 1.658
C 1.964 1.570 2.715
C 1.301 1.200 4.098
N 0.378 0.124 4.261
O 1.639 1.873 5.057
C 0.364 0.591 -0.181
C 0.581 0.009 -1.522
C -0.344 -1.099 -1.922
C -1.446 -1.611 -0.933
C -2.853 -0.898 -1.101
C -2.799 0.565 -1.702
C -4.281 1.124 -1.663
C -4.633 2.456 -1.173
C -6.037 2.904 -1.122
C -7.161 2.050 -1.549
C -6.802 0.720 -2.077
C -5.414 0.276 -2.127
H -0.117 -4.181 -0.910
H 1.399 -5.185 -1.160
H 1.470 -3.392 -1.218
H -1.493 -2.527 -4.742
H -2.096 -2.815 -3.080
H 3.366 2.705 -3.721
H 3.888 3.428 -2.202
H 2.444 4.205 1.315
H 3.566 4.555 -0.640
H -0.094 1.601 1.985
H 0.692 3.181 1.703
H 2.522 0.690 2.290
H 2.719 2.383 2.864
H 0.547 -0.286 5.203
H 0.681 -0.615 3.612
H -0.451 0.229 0.496
H -1.615 -2.704 -1.162
H -1.098 -1.608 0.142
H -3.468 -1.531 -1.788
H -3.428 -0.827 -0.131
H -2.108 1.263 -1.159
H -2.549 0.496 -2.802
H -3.853 3.168 -0.816
H -6.323 3.917 -0.735
H -8.229 2.385 -1.496
H -7.649 0.064 -2.408
H -5.234 -0.757 -2.519
C 1.693 -1.918 9.175
C 1.606 -0.397 9.116
C 0.182 0.110 8.865
C -0.318 -0.402 7.562
N -0.704 -0.799 6.552
H 1.402 -2.375 8.227
H 2.718 -2.231 9.385
H 1.048 -2.318 9.962
H 2.272 -0.033 8.329
H 1.968 0.018 10.060
H 0.169 1.201 8.844
H -0.489 -0.222 9.659
```

Calculated values
- net charge = +1
- HOMO level (Ha) = -0.4125
- lowest unoccupied orbital energy (eV) = -5.42
- Kohn-Sham gap (eV) = 5.8
- E_tot (eV) = -152524.5628


No. 3
The following is a quantum chemistry calculation of a structure of composition C31H34BrN5O3SSeSr in a non-equilibrium geometry, from the Open Molecules 2025 dataset.

```
77
C31H34BrN5O3SSeSr, DFT wB97M-V/def2-TZVPD
Sr -0.099 -0.398 0.610
O -2.899 -2.365 -0.833
C -2.298 -1.679 0.007
O -2.080 -0.462 0.003
C -1.848 -2.463 1.220
C -2.693 -3.511 1.638
C -2.300 -4.294 2.683
C -1.020 -4.101 3.245
C -0.477 -4.918 4.251
C 0.806 -4.719 4.681
C 1.597 -3.705 4.119
C 1.088 -2.864 3.171
C -0.237 -3.033 2.730
N -0.713 -2.210 1.791
H -3.630 -3.634 1.113
H -2.932 -5.086 3.072
H -1.092 -5.721 4.644
H 1.228 -5.360 5.445
H 2.624 -3.595 4.435
H 1.682 -2.093 2.707
C 3.749 1.516 1.548
C 4.493 0.179 1.542
C 4.227 -0.573 2.847
C 4.159 -0.674 0.337
C 5.169 -0.964 -0.556
C 4.964 -1.764 -1.668
C 3.714 -2.331 -1.843
C 2.680 -2.095 -0.963
C 1.407 -2.880 -1.139
C 1.364 -4.012 -0.111
C 0.137 -2.099 -0.958
C 2.853 -1.213 0.138
O 1.888 -0.947 0.933
H 4.000 2.087 2.441
H 2.666 1.354 1.527
H 4.044 2.094 0.675
H 5.575 0.390 1.495
H 3.155 -0.667 2.987
H 4.632 -0.018 3.692
H 4.685 -1.563 2.822
H 6.163 -0.561 -0.370
H 5.766 -1.957 -2.371
H 3.534 -3.001 -2.681
H 1.410 -3.320 -2.151
H 1.489 -3.597 0.889
H 2.163 -4.742 -0.268
H 0.398 -4.531 -0.152
H -0.107 -2.179 0.065
H -0.691 -2.552 -1.496
H 0.227 -1.084 -1.290
Br -1.358 5.968 -3.744
C -1.194 4.191 -3.051
C -1.684 3.889 -1.800
C -1.565 2.568 -1.370
N -1.010 1.627 -2.112
C -0.537 1.942 -3.299
C -0.604 3.223 -3.837
H -2.140 4.627 -1.163
H -1.920 2.257 -0.392
H -0.084 1.140 -3.868
H -0.215 3.447 -4.819
C 6.108 1.783 -2.874
C 4.823 2.135 -3.620
C 3.722 2.424 -2.667
N 2.659 1.731 -2.535
N 1.824 2.141 -1.588
C 2.216 3.193 -0.948
N 1.520 3.864 -0.037
S 3.798 3.794 -1.545
H 6.919 1.589 -3.572
H 5.939 0.896 -2.274
H 6.387 2.600 -2.213
H 4.507 1.295 -4.240
H 4.990 3.007 -4.260
H 0.777 3.314 0.433
H 2.034 4.439 0.611
Se -0.393 2.032 1.900
```

Calculated values
- net charge = -2
- relative energy (zero: lowest compared OMol25 entry of this formula, charge and spin) (eV) = 6.041
- HOMO level (Ha) = 0.0143
- lowest unoccupied orbital energy (eV) = 3.98
- Kohn-Sham gap (eV) = 3.6
- E_tot (eV) = -193351.8291